Molecular formula: C19H23F2N2O4PRuS9
Method: DFT, wB97M-V/def2-TZVPD

## Properties
<S²>	8.76
highest occupied orbital energy (alpha / beta)	-3.951 / -5.152	eV
Kohn-Sham gap (alpha / beta)	5.9415 / 6.6282	eV

```
! RIJCOSX wB97M-V def2-TZVPD def2/J DEFGRID3
* xyz -1 6
Ru -0.24131 -0.25397 -0.51198
O 3.80359 -0.23661 1.56704
C 3.53687 0.49677 2.66352
C 4.57548 0.69352 3.58063
C 4.37264 1.44672 4.71797
C 3.13120 2.02111 4.97016
C 2.10788 1.82108 4.06718
C 2.28518 1.06488 2.91117
C 1.16475 0.87537 1.96779
O 1.39401 0.15856 0.92754
N 0.03373 1.46276 2.23606
N -0.89392 1.17657 1.24337
C -2.02632 1.73254 1.41548
S -3.37562 1.40118 0.33377
C -4.25737 2.90881 0.80241
C -4.11471 3.07094 2.30548
S -2.36806 2.85401 2.73041
H 2.96621 -0.26989 1.04828
H 5.52799 0.23840 3.36333
H 5.18763 1.58785 5.41638
H 2.96604 2.61101 5.85864
H 1.13036 2.24949 4.23862
H -5.29832 2.79066 0.50586
H -3.83473 3.76787 0.28146
H -4.72179 2.33214 2.83039
H -4.41706 4.06992 2.62356
C 2.06885 4.51347 -2.27341
C 2.59769 3.12753 -2.00723
O 2.24666 2.25204 -3.08496
P 1.03813 1.21233 -2.94621
S 1.73870 -0.46371 -2.12450
S -0.50136 1.94267 -1.94780
O 0.62774 1.01117 -4.46018
C 1.57795 0.47176 -5.39518
C 1.11596 -0.90068 -5.81899
H 2.39454 5.18494 -1.48297
H 0.98103 4.51410 -2.30040
H 2.44323 4.89124 -3.22188
H 2.21409 2.71983 -1.06597
H 3.68971 3.11545 -1.95978
H 2.57599 0.44520 -4.94534
H 1.60766 1.17782 -6.23111
H 1.05459 -1.56225 -4.95957
H 1.81709 -1.32682 -6.53564
H 0.13469 -0.85050 -6.28487
C -5.37766 -1.97916 -1.45339
S -4.30673 -2.98071 -0.40117
C -3.11524 -3.50944 -1.57862
C -2.25624 -2.74205 -2.28527
S -2.04353 -1.01324 -2.27447
S -1.22689 -3.62607 -3.38894
C -1.81228 -5.21718 -3.07585
S -1.22058 -6.58278 -3.79956
S -3.06565 -5.22909 -1.89333
H -6.24507 -1.72391 -0.85178
H -5.70331 -2.54562 -2.32129
H -4.86114 -1.07592 -1.77375
F -1.09747 -1.67172 2.10750
C -1.12753 -1.88208 0.76192
F -0.12563 -2.80372 0.50219
H -2.08740 -2.37004 0.50804
*
```

---

Molecular formula: C6H13ClN
Method: DFT, wB97M-V/def2-TZVPD

## Properties
highest occupied orbital energy	-13.526	eV
Kohn-Sham gap	10.2910	eV

```
! RIJCOSX wB97M-V def2-TZVPD def2/J DEFGRID3
* xyz 1 1
C 1.73669 1.33407 0.68850
C 2.16327 1.24812 -0.73693
C 1.65789 0.05602 -0.01775
C -2.69896 0.05000 0.35323
C -1.20269 -0.13089 0.74796
C -0.35403 -0.37956 -0.49564
N -0.18545 -1.76964 -0.69781
Cl 2.58849 -1.32918 0.33724
H 2.56460 1.54161 1.40051
H 0.71411 1.93074 0.81338
H 1.53014 1.77625 -1.28137
H 3.22379 1.22359 -1.00489
H -3.32836 -0.80988 0.12015
H -2.77367 0.70455 -0.47529
H -3.17597 0.55311 1.20893
H -0.87883 0.77704 1.04164
H -1.05422 -0.87521 1.50693
H -0.36124 0.22079 -1.36978
H -0.62573 -2.04636 -1.59908
H -0.40226 -2.25330 0.17827
H 0.86240 -1.82190 -0.71821
*
```